ORCA calculation (ωB97M-V/def2-TZVPD) on a single C4H8N2S molecule in a non-equilibrium geometry.

Summary:
LUMO level	0.60	eV
net charge	0
energy relative to the best compared isomer or geometry (same formula, charge and spin)	4.584	eV
highest occupied orbital energy	-0.2923	hartree
molecular weight	116.19	u

Each line ends with the Löwdin charge.
Geometry (Å):
C: -0.68504 -1.37345 -2.13269  -0.037
C: -0.75457 -1.67715 -3.56704  -0.057
C: 2.30558 -0.78362 0.32776  -0.194
C: 1.48728 -0.03937 1.40785  -0.553
N: -0.68828 -1.31665 -0.93388  -0.189
N: -0.81067 -1.14220 0.28692  -0.329
S: -0.13528 0.44399 0.69406  0.787
H: -0.79075 -2.79507 -3.69323  0.102
H: 0.29626 -1.25188 -3.83028  0.120
H: -1.57182 -1.23769 -4.04116  0.044
H: 3.38240 -1.05181 0.73988  0.101
H: 1.75989 -1.60747 0.02355  -0.001
H: 2.54622 -0.06435 -0.58494  0.100
H: 1.97076 0.83202 1.72372  0.030
H: 1.35406 -0.65709 2.32287  0.076